A molecular structure, C38H35CeN6O3S in a non-equilibrium geometry. Source: the OMol25 dataset; level of theory: ωB97M-V/def2-TZVPD.

Geometry as XYZ:
```
84
C38H35CeN6O3S | the OMol25 dataset | ωB97M-V/def2-TZVPD
H -4.93 3.25 -0.24
C 2.00 0.08 3.60
C -1.31 5.06 0.01
H -3.62 -1.43 0.26
H 2.26 -6.63 -4.01
H -2.07 -6.48 -0.36
C 1.11 0.03 4.68
C -7.10 1.68 -0.01
H 0.45 -5.24 -4.97
C -1.73 -6.39 3.00
H 3.54 0.00 -3.61
C -0.09 -4.66 -1.70
H -1.07 -3.99 -3.48
C 2.54 0.01 -1.06
H -1.89 -6.99 3.88
H -0.85 6.96 0.85
O -2.86 6.82 0.37
H 0.05 0.05 4.49
C 0.08 3.14 -0.24
C 0.59 -5.29 -3.90
H -3.37 4.64 0.20
C 2.46 0.01 -3.57
H 1.07 2.68 -0.36
H -2.99 7.78 0.45
N -0.33 -2.44 -0.14
C 0.94 -5.40 -1.15
N -0.96 2.31 -0.22
C -1.04 -4.31 2.03
H 4.91 -0.01 5.34
H 4.42 -0.87 -1.58
C 3.38 0.07 3.84
S -1.21 -3.70 -0.65
H -0.27 0.08 -5.55
H 0.90 -0.09 6.80
C -2.20 2.82 -0.06
C -3.32 1.83 0.00
C -0.27 -4.59 -3.07
H 0.61 -2.76 0.12
H -2.41 -7.89 1.64
C -3.94 -0.38 0.18
H 1.07 -5.44 -0.07
C 2.96 -0.05 6.20
H 4.06 0.12 3.00
C -5.66 1.27 0.02
C 1.44 0.11 2.25
H -0.96 -4.72 4.12
O -7.21 3.00 -0.47
C 1.73 0.03 -4.74
H 2.22 0.03 -5.70
C -2.40 4.19 0.06
C 3.85 0.00 5.14
N -2.97 0.53 0.11
C -1.52 6.54 0.09
C 1.59 -0.04 5.97
C -1.22 -5.10 3.15
H 4.42 0.90 -1.54
C 1.80 -6.09 -1.98
H -7.67 0.98 -0.64
H 0.84 5.14 -0.15
N 2.33 0.06 1.25
H -1.21 6.98 -0.88
N 0.45 0.01 -2.27
H 3.33 -0.10 7.22
C 1.80 0.01 -2.33
C -5.28 -0.07 0.16
Ce -0.55 -0.09 0.08
C -0.04 4.51 -0.14
C 4.04 0.00 -1.05
C -1.84 -6.10 0.62
H -7.50 1.59 1.02
C -0.24 0.04 -3.41
C 1.62 -6.05 -3.36
H 4.39 -0.01 -0.02
C -2.03 -6.89 1.75
H 2.61 -6.67 -1.55
H -0.68 -3.29 2.12
H -1.33 0.04 -3.30
C 0.34 0.05 -4.66
H -8.13 3.28 -0.44
C -1.34 -4.82 0.78
N 1.79 0.05 0.01
C -4.65 2.22 -0.08
H -6.02 -0.86 0.23
O 0.17 0.17 2.09
```

Its spin multiplicity is 2. For the energy above the lowest of the compared OMol25 structures with the same formula, charge and spin, the calculation gives 0.0 kJ/mol. As for the charge: +2. The LUMO energy (alpha / beta) is -5.516 / -5.503 eV.